(1)
{"formula": "C4H8Si", "method": "ωB97M-V/def2-TZVPD", "lumo_ev": [1.034, -2.603], "s_squared": 2.020, "charge": 0, "spin_multiplicity": 3, "relative_energy_kj_mol": 247.2, "elements": ["C", "C", "C", "C", "Si", "H", "H", "H", "H", "H", "H", "H", "H"], "xyz": [[-3.7153, 0.4647, 0.3241], [-2.7198, -0.0681, -0.0473], [2.1422, -0.2995, 0.3572], [-1.5199, -0.6439, -0.5383], [0.5083, 0.7396, 0.0942], [-4.5980, 0.8846, 0.8596], [1.9969, -1.2834, 0.5839], [2.6007, -0.2748, -0.6887], [2.7714, 0.1285, 1.1261], [-1.6840, -1.0141, -1.6294], [-1.4148, -1.5300, -0.0341], [0.9402, 1.2394, -1.2264], [-0.3659, 1.4057, 0.9914]], "mulliken_charge": [0.08, -0.04, -1.01, -1.24, 0.41, 0.39, 0.36, 0.24, 0.30, 0.33, 0.42, -0.11, -0.14]}



(2)
{"formula": "C4H9AuCl3F5N2O4S2SiTe", "method": "ωB97M-V/def2-TZVPD", "lumo_ev": [-1.477, -3.273], "s_squared": 2.011, "charge": 0, "spin_multiplicity": 3, "relative_energy_kj_mol": 173.4, "elements": ["Au", "C", "O", "C", "O", "N", "N", "H", "H", "H", "H", "H", "H", "C", "O", "C", "S", "S", "H", "H", "H", "Cl", "Si", "Cl", "Cl", "F", "Te", "F", "F", "F", "F", "O"], "xyz": [[0.7413, 0.7009, -0.1023], [-0.8830, -2.6899, 4.1631], [-0.2162, -1.4810, 3.8080], [-0.0728, -1.1153, 2.5346], [0.4415, -0.0442, 2.2824], [-0.5463, -1.9936, 1.5991], [-0.3911, -1.7062, 0.2469], [-0.9163, -2.6911, 5.2476], [-0.3263, -3.5678, 3.8277], [-1.9020, -2.7106, 3.7729], [-0.8232, -2.9225, 1.8629], [-1.2794, -1.7169, -0.2371], [0.2544, -2.3374, -0.2118], [-3.1256, 4.1785, -0.4439], [-1.7672, 4.2508, 0.0140], [-1.0494, 3.1594, 0.0360], [0.5772, 3.2503, 0.4482], [-1.6285, 1.6245, -0.3500], [-3.5201, 5.1842, -0.3535], [-3.7023, 3.4872, 0.1704], [-3.1548, 3.8473, -1.4815], [3.9798, -1.9447, 0.0188], [2.8807, -0.4089, -0.7395], [3.9958, 1.2230, 0.1970], [3.7882, 0.2267, -2.7381], [1.0451, 0.3591, -4.8991], [1.4989, -0.4893, -3.2862], [1.4105, 1.3990, -2.7535], [2.6496, -1.4690, -4.4741], [0.4595, -1.9938, -3.8274], [-0.2974, -0.1877, -2.6182], [1.8793, -1.4205, -1.7133]], "mulliken_charge": [1.34, -0.83, -0.36, 0.67, -0.65, -0.16, -0.54, 0.24, 0.35, 0.37, 0.25, 0.25, 0.25, -0.76, -0.31, 0.55, -0.18, -0.34, 0.24, 0.36, 0.37, -0.27, 0.52, -0.33, -0.14, -0.33, 1.40, -0.40, -0.37, -0.40, -0.41, -0.40]}



(3)
{"formula": "C4H9Br2PS", "method": "ωB97M-V/def2-TZVPD", "lumo_ev": 0.143, "charge": 0, "relative_energy_kj_mol": 81.3, "elements": ["S", "P", "Br", "Br", "H", "C", "C", "C", "C", "H", "H", "H", "H", "H", "H", "H", "H"], "xyz": [[2.7090, 0.3430, -1.4506], [2.5027, -1.5048, -0.5769], [4.4830, -1.6888, 0.3444], [2.8855, -2.8896, -2.3508], [1.3655, 0.5051, -1.9295], [-0.8911, -0.6477, -0.5216], [-1.0908, 0.3627, 0.3284], [-1.3343, 0.0211, 1.8431], [-1.1791, 1.7519, -0.1167], [-1.1385, -1.7264, -0.2270], [-0.5506, -0.6730, -1.5552], [-2.1218, 0.7632, 2.1613], [-0.4834, 0.1149, 2.5505], [-1.5893, -1.1058, 1.9796], [-2.1501, 2.2684, 0.2764], [-0.3420, 2.3817, 0.3752], [-1.0747, 1.7240, -1.1304]], "mulliken_charge": [-0.17, 0.38, -0.20, -0.18, 0.16, -1.34, 1.27, -1.09, -1.24, 0.14, 0.47, 0.28, 0.26, 0.30, 0.33, 0.25, 0.38]}



(4)
{"formula": "C4H9Br3NSi", "method": "ωB97M-V/def2-TZVPD", "lumo_ev": [-3.075, -8.921], "s_squared": 2.009, "charge": 1, "spin_multiplicity": 3, "elements": ["C", "C", "C", "C", "N", "Si", "Br", "Br", "Br", "H", "H", "H", "H", "H", "H", "H", "H", "H"], "xyz": [[-0.2775, -0.5137, -0.8846], [0.4313, -1.1696, 0.2364], [-0.7783, 0.7290, -0.1950], [1.3527, 0.0252, 0.8621], [0.4743, 1.1951, 0.4831], [3.2408, 0.0500, -0.0002], [3.2200, -1.0036, -1.9097], [3.6617, 2.2129, -0.0849], [4.3278, -1.3651, 1.2367], [0.5424, -0.2317, -1.6070], [-1.1362, -1.1956, -1.1908], [-0.3115, -1.5836, 1.0924], [1.0915, -1.9768, -0.0123], [-1.2773, 1.3991, -0.9293], [-1.4562, 0.3447, 0.5988], [1.5935, 0.0846, 1.9346], [0.9975, 1.8784, -0.0693], [0.2580, 1.6071, 1.4178]], "mulliken_charge": [-0.27, -0.71, -0.60, -0.53, -0.03, 0.54, -0.06, -0.30, 0.05, 0.14, 0.33, 0.26, 0.37, 0.34, 0.35, 0.49, 0.29, 0.33]}



(5)
{"formula": "C4H9BrN", "method": "ωB97M-V/def2-TZVPD", "lumo_ev": -3.688, "charge": 1, "relative_energy_kj_mol": 141.2, "elements": ["C", "C", "C", "Br", "C", "N", "H", "H", "H", "H", "H", "H", "H", "H", "H"], "xyz": [[1.3440, 2.0722, 0.2665], [1.2123, 0.2295, 0.6201], [0.5990, -0.9300, 0.2147], [0.2517, -2.4419, 1.3105], [-0.4894, -0.8837, -0.9675], [-1.8038, -0.8156, -0.2816], [0.8851, 2.1684, -0.7905], [2.4471, 2.1979, 0.2836], [0.8257, 2.5460, 0.9950], [1.7425, 0.1333, 1.5723], [-0.4917, -1.8897, -1.4213], [-0.1216, 0.0668, -1.4202], [-2.4830, -0.8615, -1.0749], [-1.8622, 0.0361, 0.3657], [-2.0559, -1.6280, 0.3277]], "mulliken_charge": [-0.84, -0.34, 0.15, -0.09, -0.72, -0.32, 0.28, 0.31, 0.35, 0.32, 0.44, 0.33, 0.39, 0.39, 0.35]}



(6)
{"formula": "C4H9BrNO2S", "method": "ωB97M-V/def2-TZVPD", "lumo_ev": 3.365, "charge": -1, "relative_energy_kj_mol": 0.0, "elements": ["C", "C", "C", "C", "N", "O", "O", "S", "Br", "H", "H", "H", "H", "H", "H", "H", "H", "H"], "xyz": [[-0.5948, 1.2101, -0.0939], [-0.7011, -1.3044, -0.1026], [1.5083, -0.1289, 0.0211], [0.0957, -0.0708, -0.5856], [0.0324, -0.0194, -2.0132], [-1.1112, 2.5326, -2.9638], [1.2102, 2.7152, -2.2107], [0.2401, 1.9826, -3.0382], [1.2348, -1.0730, -2.9425], [0.0302, 2.0714, -0.3202], [-1.5441, 1.3419, -0.6085], [-0.7642, 1.1702, 0.9814], [-1.7122, -1.2691, -0.5089], [-0.7556, -1.3363, 0.9858], [-0.2208, -2.2157, -0.4595], [1.9858, -1.0802, -0.2114], [2.1124, 0.6794, -0.3852], [1.4553, -0.0235, 1.1052]], "mulliken_charge": [-1.87, -1.63, -1.70, 1.99, -0.69, -0.53, -0.54, 0.65, -0.23, 0.43, 0.40, 0.43, 0.39, 0.35, 0.36, 0.44, 0.34, 0.41]}



(7)
{"formula": "C4H9BrO3S", "method": "ωB97M-V/def2-TZVPD", "lumo_ev": [-1.038, -1.041], "charge": 0, "relative_energy_kj_mol": 234.8, "elements": ["C", "C", "C", "C", "O", "O", "O", "S", "Br", "H", "H", "H", "H", "H", "H", "H", "H", "H"], "xyz": [[0.4756, -1.9596, 1.2788], [0.9059, -1.3512, -1.2856], [-1.0955, 2.1988, 0.6195], [0.9506, -0.9144, 0.2258], [-2.0138, -0.0513, -0.3680], [-0.5069, 1.2486, -1.7774], [-0.7858, 3.2950, -0.0955], [-0.8043, 0.7177, -0.4558], [2.5263, 0.1750, 0.7893], [1.1806, -2.7367, 1.3528], [0.4118, -1.5212, 2.2603], [-0.5794, -2.0951, 0.8241], [1.6306, -0.7375, -1.7711], [-0.1094, -1.0390, -1.5315], [1.1163, -2.4003, -1.4580], [-2.1164, 2.0237, 0.8445], [-0.5103, 2.1804, 1.5907], [-0.6760, 2.9670, -1.0428]], "mulliken_charge": [-1.10, -1.02, -0.42, 0.32, -0.63, -0.69, -0.51, 1.08, -0.13, 0.43, 0.35, 0.28, 0.39, 0.32, 0.33, 0.31, 0.28, 0.40]}



(8)
{"formula": "C4H9Cl2N2O", "method": "ωB97M-V/def2-TZVPD", "lumo_ev": -4.099, "charge": 1, "relative_energy_kj_mol": 337.3, "elements": ["C", "C", "C", "C", "N", "N", "O", "Cl", "Cl", "H", "H", "H", "H", "H", "H", "H", "H", "H"], "xyz": [[1.2062, -0.6242, 0.8045], [0.4028, 1.6564, 0.2056], [2.6159, -0.4673, 0.8379], [-1.9930, 1.2823, -0.2682], [-0.7896, 2.0665, 0.0295], [0.7274, -1.2972, -0.3968], [-1.5814, 0.0672, -0.8248], [1.6419, 2.8679, 0.2640], [3.4948, -0.9970, -0.7841], [3.0361, -1.0534, 1.6833], [2.8610, 0.5830, 1.0637], [-2.7444, 1.8932, -0.7982], [-2.5185, 1.1212, 0.6416], [-1.0220, 3.0506, -0.0948], [0.6771, -2.3021, -0.3766], [1.3499, -1.1958, -1.1835], [-0.2426, -1.0928, -0.7190], [-1.3812, 0.3411, -1.7290]], "mulliken_charge": [-0.36, 0.10, -0.05, -0.48, -0.07, -0.11, -0.56, -0.14, -0.28, 0.36, 0.24, 0.36, 0.34, 0.27, 0.36, 0.33, 0.35, 0.36]}



(9)
{"formula": "C4H9Cl3NO2Y", "method": "ωB97M-V/def2-TZVPD", "lumo_ev": -12.344, "charge": 2, "relative_energy_kj_mol": 694.3, "elements": ["Y", "O", "H", "C", "O", "N", "C", "C", "H", "H", "H", "H", "H", "H", "H", "C", "Cl", "Cl", "Cl", "H"], "xyz": [[-6.6382, 12.1559, -11.4463], [-8.5629, 13.0237, -15.0157], [-9.1713, 12.9112, -15.7718], [-6.9940, 13.7315, -20.6304], [-6.2313, 14.6290, -20.9496], [-7.9482, 13.0857, -21.4655], [-8.5759, 11.8702, -21.0389], [-8.0170, 13.3820, -22.9063], [-7.1170, 13.3615, -19.6007], [-8.5722, 11.5784, -19.9887], [-8.0523, 11.0864, -21.5863], [-9.6429, 11.8151, -21.2550], [-7.6248, 12.5730, -23.5226], [-9.0075, 13.6888, -23.2425], [-7.3826, 14.2270, -23.1738], [-13.3046, 16.4049, -15.9168], [-14.5414, 16.7628, -14.6622], [-12.8563, 17.8268, -16.9092], [-13.7660, 15.0139, -16.9470], [-12.3552, 16.1469, -15.4475]], "mulliken_charge": [1.53, -0.43, 0.31, 0.22, -0.41, 0.13, -0.80, -0.85, 0.28, 0.30, 0.37, 0.33, 0.36, 0.33, 0.32, 0.08, -0.10, -0.11, -0.12, 0.24]}



(10)
{"formula": "C4H9Cl6Hg2O", "method": "ωB97M-V/def2-TZVPD", "lumo_ev": -16.259, "charge": 3, "relative_energy_kj_mol": 290.4, "elements": ["Hg", "Hg", "C", "O", "H", "H", "H", "C", "Cl", "Cl", "H", "H", "C", "Cl", "Cl", "H", "H", "C", "Cl", "Cl", "H", "H"], "xyz": [[1.7245, -0.7264, -4.8394], [1.7405, -4.2073, -3.9952], [0.8000, -2.0921, -1.7942], [1.1491, -2.1714, -3.1677], [0.0164, -1.3351, -1.6864], [0.4192, -3.0213, -1.3667], [1.6157, -1.7933, -1.1310], [-1.2890, -1.2545, 3.6131], [-0.8287, 0.4413, 3.8062], [-3.0402, -1.2853, 3.7678], [-0.9623, -1.6011, 2.6401], [-0.8320, -1.8468, 4.4003], [2.8575, 2.4458, -0.5641], [3.1162, 0.9285, -1.4469], [1.9642, 2.3647, 0.9383], [3.8683, 2.8169, -0.3741], [2.3976, 3.1818, -1.2219], [-2.8184, 1.8062, 0.5065], [-3.6565, 1.4005, -0.9682], [-3.6704, 2.9611, 1.4727], [-2.7876, 0.9030, 1.1493], [-1.7843, 2.0849, 0.2614]], "mulliken_charge": [0.91, 0.98, -0.41, -0.58, 0.21, 0.24, 0.32, -0.20, 0.04, 0.06, 0.21, 0.36, -0.32, -0.08, -0.01, 0.35, 0.32, 0.17, 0.04, 0.11, 0.04, 0.24]}



(11)
{"formula": "C4H9ClFO3P", "method": "ωB97M-V/def2-TZVPD", "lumo_ev": [0.586, 0.534], "charge": 0, "relative_energy_kj_mol": 14.3, "elements": ["C", "C", "C", "C", "O", "O", "O", "F", "P", "Cl", "H", "H", "H", "H", "H", "H", "H", "H", "H"], "xyz": [[0.6831, 0.0525, 1.4940], [-2.9023, -0.8358, -0.0021], [1.2877, 0.2858, 0.0887], [-2.1901, -2.4680, 1.3630], [-0.9554, 0.2832, -2.9713], [-2.5119, -1.2937, 1.0996], [0.2524, 0.5104, -0.8334], [0.2490, -1.6184, -1.8492], [0.4522, -0.1018, -2.3559], [-2.0223, -3.7028, 0.2008], [-0.0335, -0.8173, 1.4760], [1.4924, -0.2851, 2.2563], [0.0512, 0.8408, 1.9594], [-3.0203, -1.5045, -0.9096], [-3.3926, 0.1401, -0.0706], [-1.6822, 0.1287, -2.4673], [1.8457, -0.6473, -0.1724], [2.1146, 1.1209, 0.0373], [-1.5937, -2.5509, 2.3207]], "mulliken_charge": [-0.71, -0.59, -0.24, -0.08, -0.34, -0.09, -0.16, -0.23, 0.26, -0.17, -0.04, 0.33, 0.29, 0.30, 0.28, 0.30, 0.28, 0.25, 0.36]}



(12)
{"formula": "C4H9ClN3", "method": "ωB97M-V/def2-TZVPD", "lumo_ev": -5.212, "charge": 1, "relative_energy_kj_mol": 85.9, "elements": ["H", "N", "C", "C", "Cl", "C", "N", "C", "N", "H", "H", "H", "H", "H", "H", "H", "H"], "xyz": [[2.5858, 2.5065, -0.9908], [1.9537, 1.7216, -0.8206], [1.9238, 1.1758, 0.3246], [0.9994, -0.0396, 0.7277], [1.6200, -1.6131, 0.1153], [-0.6264, 0.2628, -0.0127], [-0.7442, 0.1453, -1.4362], [-1.5090, -0.6403, 0.7042], [-1.9700, -1.7564, 0.1325], [2.3454, 1.5660, 1.3003], [0.8142, -0.0152, 1.7934], [-0.6544, 1.4031, 0.0686], [-0.1304, 0.8576, -1.9048], [-0.3353, -0.7302, -1.8305], [-1.8199, -0.5164, 1.8630], [-2.4388, -2.3644, 0.8099], [-2.0139, -1.9630, -0.8438]], "mulliken_charge": [0.27, -0.45, -0.18, -0.04, -0.13, -0.06, -0.72, -0.23, -0.20, 0.31, 0.46, 0.47, 0.34, 0.28, 0.34, 0.29, 0.27]}



Calculated calculated total energy (Eh), listed in the same order as above: -446.40024, -3937.80627, -6045.37009, -8223.76084, -2786.21545, -3335.26764, -3355.60557, -1262.51045, -1780.90745, -3299.57275, -1284.86210, -781.94930